Below is a single C6H7N molecule, with properties calculated with the ωB97M-V functional and the def2-TZVPD basis.

The geometry in XYZ format:
```
14
Properties=species:S:1:pos:R:3:forces:R:3:nbo_charge:R:1
H 0.20278 -2.53395 -0.66105 -0.1455 0.2043 -0.3073 0.24
H -1.01572 -1.96648 -1.82224 0.0358 -0.1503 -0.3439 0.22
C -0.33031 -0.51944 -0.40837 -0.0627 -0.0477 -0.2869 0.21
H 0.71534 -0.63331 2.40694 -0.3368 0.5527 0.9690 0.20
H -0.63017 2.79789 0.11440 0.8233 -0.0997 -0.1914 0.22
H 0.97546 1.93429 1.90624 -0.5957 0.1569 0.9594 0.23
N -0.47700 -0.90314 0.85341 1.2203 -0.2051 -0.0812 -0.42
C -0.23218 0.83428 -0.76882 -0.3572 -0.1702 -0.1336 -0.30
H 0.70743 -1.48084 -2.00121 -0.2180 -0.0191 -0.1600 0.22
C -0.31878 1.76130 0.25533 0.6945 -0.0288 -0.1279 -0.10
C 0.24027 1.28669 1.45024 -0.0413 0.1100 0.1210 -0.32
H 0.11589 1.19113 -1.73327 -0.9547 -0.2679 -0.3663 0.23
C 0.14023 -0.06338 1.69139 0.1287 0.0530 0.3067 0.01
C -0.10203 -1.69697 -1.29964 -0.1907 -0.0880 -0.3576 -0.64
```
Positions in Å, forces in eV/Å.

ΔE to the lowest compared entry with this formula, charge and spin: 48.6 kcal/mol
frontier orbital gap: 9.171 eV
DFT total energy: -7823.541 eV